[1]
A molecular structure, C46H52BiBr2ClN8O3S. Source: the OMol25 dataset; level of theory: the ωB97M-V functional and the def2-TZVPD basis.

For the HOMO energy, the calculation gives -12.3 eV. For the orbital gap, the calculation gives 7.55 eV. Its energy above the lowest of the compared OMol25 structures with the same formula, charge and spin is 0.0 kcal per mole. Its molecular weight is 1201.28 g mol⁻¹. Its total charge is +2. The energy comes out at -235881.7815 eV.

Each line ends with the Mulliken charge.
Atoms and positions in Å:
H1 -7.847 2.626 0.134  0.403
H2 5.288 -3.353 -1.000  0.504
H3 -0.127 4.577 0.360  0.610
C1 0.959 2.353 -0.332  -1.319
H4 3.711 -1.537 -1.157  0.643
C2 2.274 -0.581 -3.085  -1.070
O1 -3.262 -0.828 0.671  -1.014
H5 3.811 3.026 1.435  0.549
C3 -5.075 0.675 0.297  -0.486
C4 0.228 -0.039 2.564  -0.995
H6 0.232 -2.246 0.316  -0.089
C5 1.057 -0.639 -2.427  -0.815
C6 -5.418 -1.358 1.499  0.564
H7 -1.798 3.297 -5.600  0.516
H8 1.961 -3.231 3.493  0.457
H9 -4.425 -2.453 -0.849  0.092
Bi1 -1.825 0.499 -0.471  5.535
Br1 -9.091 0.560 1.459  -0.187
H10 -2.341 3.909 -2.296  0.295
H11 -4.270 -4.224 -0.865  0.495
N1 -1.966 2.060 1.469  0.652
H12 -2.588 1.318 -6.866  0.433
C7 6.517 1.012 1.206  -0.942
H13 0.467 2.834 -2.714  0.329
H14 -3.206 -0.750 -5.596  0.507
O2 -1.631 -1.865 -1.370  -0.679
Cl1 6.130 3.310 -0.173  -0.211
H15 0.855 1.941 0.676  -0.165
N2 -0.259 -0.453 1.356  0.817
N3 -2.280 1.209 -3.025  -0.124
H16 -2.091 4.266 4.609  0.464
H17 -1.897 -5.403 -1.320  0.482
C8 6.113 0.011 2.075  0.052
H18 2.744 -4.883 0.007  0.501
H19 5.346 -4.450 0.367  0.484
C9 4.392 -1.111 3.542  -1.500
H20 5.471 -2.686 2.555  0.695
H21 6.787 -0.817 2.264  0.521
N4 1.191 -1.852 2.178  1.520
H22 -7.421 -1.711 2.207  0.496
H23 -3.864 -3.284 -2.345  0.405
C10 1.988 -3.057 2.420  -2.621
C11 -6.826 2.301 -0.009  -1.159
H24 1.658 3.194 -0.276  0.674
H25 4.398 -3.197 3.827  0.442
C12 1.503 1.299 -1.267  -0.219
H26 0.349 -1.438 -2.608  0.357
C13 2.768 -3.866 -0.382  -1.758
C14 -1.966 2.329 -3.697  0.586
C15 2.744 1.419 -1.865  -0.362
H27 2.539 -1.341 -3.807  0.516
H28 -1.632 -4.273 -2.694  0.297
C16 5.661 2.071 0.951  0.285
C17 -2.063 3.642 3.725  -0.672
C18 -2.505 1.280 -5.788  -0.577
C19 4.048 1.143 2.457  0.222
H29 4.326 -0.867 0.343  -0.222
C20 -6.424 1.046 0.493  1.112
N5 1.095 -0.863 3.094  -0.949
C21 3.722 -2.971 0.429  2.822
S1 -2.181 -3.129 -0.686  0.680
H30 -3.130 1.989 4.613  0.535
C22 -1.447 4.096 2.572  -1.201
H31 4.521 -4.814 2.343  0.542
H32 -3.901 3.217 -1.399  0.265
H33 3.388 2.251 -1.619  0.585
N6 -4.202 1.464 -0.390  0.128
H34 3.092 1.207 2.962  0.475
H35 -0.055 0.878 3.054  0.518
H36 4.094 0.543 -3.287  0.470
H37 -2.939 -0.740 -3.132  0.460
H38 -6.210 4.063 -1.054  0.495
C23 -0.237 3.428 -2.136  -0.768
C24 -0.893 3.824 0.139  -1.700
O3 3.592 -4.596 2.215  -0.681
H39 0.211 4.422 -2.020  0.528
C25 3.572 -1.530 -0.073  -0.962
H40 1.751 -3.470 -0.401  -0.166
H41 -0.385 -4.470 -1.424  0.164
C26 3.468 -3.182 1.964  1.518
H42 -2.960 0.608 2.546  0.763
H43 7.487 0.974 0.729  0.465
H44 2.591 -1.096 0.127  -0.107
C27 3.133 0.464 -2.794  -0.883
C28 -4.538 -0.541 0.826  -0.721
C29 -2.062 2.386 -5.081  -0.905
C30 4.469 -2.535 2.961  -1.510
H45 -0.993 5.078 2.533  0.577
C31 -4.618 2.627 -0.844  -0.219
C32 -5.926 3.096 -0.664  -1.209
C33 -1.529 3.559 -2.936  -1.442
H46 -1.711 4.355 -0.354  0.679
C34 4.440 2.160 1.597  -0.866
C35 0.359 -1.608 1.173  -0.850
H47 5.041 -1.135 4.422  0.553
C36 -2.639 2.380 3.733  -0.994
C37 -2.559 1.615 2.588  -0.934
C38 -1.432 3.285 1.446  0.491
C39 -6.775 -1.026 1.675  -0.193
C40 -3.862 -3.291 -1.255  -0.867
C41 5.150 -3.415 0.081  -2.122
H48 3.106 -3.908 -1.420  0.482
H49 1.451 -3.874 1.945  0.423
N7 -0.373 2.817 -0.791  0.885
C42 -1.454 -4.457 -1.635  -0.988
Br2 -4.772 -2.965 2.247  -0.150
C43 -7.271 0.147 1.190  -0.018
H50 -1.374 4.354 -3.665  0.643
C44 -2.844 0.134 -5.090  -0.968
H51 3.389 -0.905 3.913  0.408
C45 -2.709 0.145 -3.716  -0.450
C46 4.858 0.035 2.679  -0.030
N8 0.676 0.283 -1.537  1.591
H52 5.904 -2.771 0.535  0.384

***

[2]
A molecular structure, C46H52N2P2STc. Source: the OMol25 dataset; level of theory: the ωB97M-V functional and the def2-TZVPD basis.

For the HOMO energy (alpha / beta), the calculation gives -12.6 / -12.6 eV. For the orbital gap (alpha / beta), the calculation gives 6.32 / 5.30 eV. Its energy above the lowest of the compared OMol25 structures with the same formula, charge and spin is 22.1 kcal per mole. Its molecular weight is 824.95 g mol⁻¹. Its total charge is +2. The spin multiplicity is 4. Its expectation value of S² is 3.781. The energy comes out at -83122.2682 eV.

Each line ends with the Mulliken charge.
Atoms and positions in Å:
H1 -8.335 18.999 0.625  0.126
H2 -5.292 17.106 2.337  0.391
C1 -13.062 18.469 0.458  -0.266
C2 -7.928 19.806 1.188  -1.556
Tc1 -10.895 17.186 2.379  -0.410
H3 -5.791 14.330 5.593  0.541
H4 -10.083 12.094 1.956  -0.032
H5 -12.451 19.463 3.607  0.599
C3 -13.886 17.357 0.684  -0.203
H6 -4.348 15.979 4.343  0.399
H7 -7.028 20.081 0.727  0.589
H8 -8.644 20.617 1.206  0.326
H9 -15.410 16.300 4.167  0.388
H10 -9.994 19.603 -3.180  0.565
H11 -13.691 17.357 4.090  0.530
H12 -6.982 16.625 -3.307  0.398
C4 -8.437 16.502 -1.698  -0.487
H13 -10.128 12.636 -0.663  0.194
H14 -12.272 21.342 1.561  0.343
H15 -7.143 12.125 -0.899  0.413
H16 -8.492 13.107 1.364  1.143
C5 -7.230 16.209 2.470  -0.599
C6 -8.896 17.686 5.800  -1.211
C7 -6.198 14.893 4.780  -0.825
C8 -11.747 15.005 -0.772  1.153
H17 -6.506 18.975 6.319  0.359
H18 -14.005 15.159 4.168  0.306
C9 -16.299 15.868 1.638  -1.506
C10 -10.461 12.341 2.961  -0.475
H19 -14.298 16.773 -0.174  0.110
H20 -9.605 17.059 5.265  -0.078
C11 -13.607 13.496 -0.711  -0.730
C12 -9.582 18.733 -2.750  -0.911
H21 -13.164 14.690 -3.819  0.494
S1 -8.338 10.370 0.136  0.000
H22 -5.853 20.679 2.541  0.497
C13 -11.688 12.938 5.453  -0.790
H23 -8.959 13.559 -1.610  0.537
C14 -12.584 14.180 -0.064  -0.628
C15 -8.459 18.175 -3.356  -0.781
N1 -9.548 14.771 0.958  1.066
C16 -6.909 19.033 5.267  -0.483
C17 -8.031 18.485 4.829  0.688
C18 -13.779 13.702 -2.067  -0.634
P1 -10.509 16.017 0.175  1.412
C19 -10.429 13.612 3.515  1.176
H24 -8.103 18.579 -4.278  0.434
C20 -7.860 17.056 -2.785  -0.792
C21 -14.879 15.652 2.274  1.235
H25 -16.146 15.929 0.561  0.391
H26 -5.242 20.240 4.864  0.482
H27 -12.370 14.034 0.949  0.670
C22 -6.143 19.843 4.477  -0.757
H28 -8.262 11.443 -2.051  0.562
C23 -11.653 11.618 4.973  -0.784
C24 -5.915 16.409 2.926  -0.689
C25 -13.496 17.628 3.076  -1.012
C26 -8.407 18.696 3.430  0.136
C27 -11.929 15.177 -2.131  -0.853
H29 -11.012 14.960 5.038  0.564
H30 -7.584 14.198 0.413  0.371
H31 -12.796 18.696 -0.569  0.602
H32 -6.520 9.224 -0.959  0.322
N2 -9.711 18.294 2.933  0.213
C28 -12.984 14.569 -2.762  -1.048
H33 -8.447 16.886 6.415  0.364
H34 -9.524 18.355 6.416  0.423
H35 -7.997 15.640 -1.263  0.426
H36 -14.252 12.822 -0.152  0.484
C29 -6.678 9.692 0.009  -0.885
H37 -10.939 18.650 -1.079  -0.376
C30 -6.450 20.010 3.151  -1.169
C31 -9.586 16.968 -1.120  0.870
C32 -15.005 15.373 3.738  -1.758
C33 -7.600 19.465 2.610  1.314
C34 -8.594 13.794 0.511  -1.400
C35 -7.458 14.568 4.292  -0.744
C36 -14.052 16.882 1.994  1.665
C37 -10.147 18.139 -1.631  0.091
H38 -11.334 15.877 -2.717  0.436
H39 -14.470 14.793 1.767  -0.314
H40 -10.763 20.469 1.945  0.215
C38 -11.104 13.954 4.712  -0.717
H41 -6.658 8.878 0.712  0.405
C39 -12.440 19.178 1.474  0.950
H42 -16.955 14.996 1.816  0.429
H43 -14.519 13.009 -2.513  0.387
H44 -16.768 16.781 2.063  0.368
C40 -5.386 15.759 4.018  -0.929
C41 -7.986 15.275 3.225  1.318
C42 -8.155 11.756 -1.005  -1.243
H45 -11.278 20.466 0.263  0.384
H46 -8.032 13.866 4.827  0.628
H47 -10.936 10.310 3.420  0.431
P2 -9.702 15.073 2.651  0.277
C43 -9.079 12.957 -0.741  -0.632
H48 -15.559 14.451 3.929  0.449
H49 -12.088 13.123 6.401  0.552
H50 -12.233 10.880 5.474  0.461
H51 -7.547 16.702 1.536  0.253
C44 -11.001 11.369 3.726  -0.550
H52 -5.938 10.545 0.194  0.226
C45 -12.735 18.763 2.826  -1.795
C46 -11.632 20.480 1.307  -1.481